Entry 1:
The following is a quantum chemistry calculation of a cluster of 2 separate species, C5H14 in total, from OMol25.

Output
ΔE to the lowest compared entry with this formula, charge and spin (kJ/mol): 122.74
Frontier orbital gap (eV): 12.17
E_HOMO (eV): -11.072

```
19
Properties=species:S:1:pos:R:3:lowdin_charge:R:1
C 1.078 -1.649 -2.149 -0.137
C 0.779 -0.191 -1.855 -0.300
C -0.769 0.205 -1.811 -0.114
H 1.953 -2.021 -2.574 0.043
H 0.350 -1.852 -2.969 0.084
H 0.890 -2.288 -1.346 0.046
H 1.260 0.058 -0.924 0.065
H 1.356 0.413 -2.659 0.120
H -1.039 0.784 -2.765 0.084
H -1.370 -0.691 -1.586 0.064
H -1.114 0.916 -1.043 0.041
C -0.184 0.619 1.992 -0.198
C -0.648 0.860 3.400 -0.203
H 0.847 0.233 1.937 0.067
H -0.700 -0.110 1.285 0.074
H -0.330 1.566 1.486 0.056
H -1.607 1.490 3.578 0.089
H 0.000 1.620 3.884 0.063
H -0.752 0.039 4.117 0.055
```

=====

Entry 2:
The following is a quantum chemistry calculation of a cluster of 2 separate species, C5H14 in total, from OMol25.

Output
ΔE to the lowest compared entry with this formula, charge and spin (kJ/mol): 185.22
Frontier orbital gap (eV): 12.09
E_HOMO (eV): -10.940

```
19
Properties=species:S:1:pos:R:3:lowdin_charge:R:1
C 0.041 1.311 1.046 -0.116
C 0.662 1.518 -0.335 -0.287
C 1.801 2.547 -0.353 -0.130
H -0.907 1.771 1.166 0.054
H -0.020 0.265 1.319 0.050
H 0.672 1.735 1.822 0.067
H 1.018 0.530 -0.683 0.099
H 0.037 2.191 -1.022 0.118
H 1.685 3.268 0.285 0.004
H 2.769 2.120 -0.202 0.066
H 1.762 2.958 -1.376 0.080
C -1.766 -2.525 0.310 -0.169
C -0.654 -2.702 -0.684 -0.157
H -2.426 -1.866 -0.126 0.023
H -2.453 -3.360 0.358 0.056
H -1.507 -2.182 1.393 0.106
H -0.716 -2.290 -1.666 0.065
H -0.575 -3.787 -0.811 0.077
H 0.153 -2.247 -0.364 -0.005
```

=====

Entry 3:
The following is a quantum chemistry calculation of a cluster of 2 separate species, C5H14 in total, from OMol25.

Output
ΔE to the lowest compared entry with this formula, charge and spin (kJ/mol): 177.68
Frontier orbital gap (eV): 11.83
E_HOMO (eV): -10.675

```
19
Properties=species:S:1:pos:R:3:lowdin_charge:R:1
C 1.345 0.145 -0.672 -0.104
C 1.339 1.414 0.233 -0.268
C 1.565 0.892 1.680 -0.140
H 0.478 0.203 -1.124 -0.053
H 2.233 0.010 -1.295 0.083
H 1.188 -0.757 0.032 0.105
H 2.047 2.170 0.007 0.070
H 0.354 1.982 0.182 0.114
H 0.689 0.407 1.947 0.036
H 2.369 0.187 1.770 0.050
H 2.081 1.633 2.405 0.097
C -2.167 -1.805 -0.338 -0.172
C -1.944 -0.473 -0.914 -0.181
H -1.795 -2.586 -1.013 0.076
H -1.722 -1.940 0.642 0.056
H -3.273 -1.865 -0.087 0.088
H -2.319 0.306 -0.316 0.069
H -2.254 -0.419 -1.887 0.044
H -0.900 -0.370 -1.201 0.032
```

=====

Entry 4:
The following is a quantum chemistry calculation of a cluster of 2 separate species, C5H14 in total, from OMol25.

Output
ΔE to the lowest compared entry with this formula, charge and spin (kJ/mol): 159.65
Frontier orbital gap (eV): 11.52
E_HOMO (eV): -10.524

```
19
Properties=species:S:1:pos:R:3:lowdin_charge:R:1
C -1.189 1.555 -1.684 -0.193
C 0.140 1.995 -1.748 -0.414
C 1.135 0.936 -2.099 -0.131
H -1.272 0.466 -1.882 0.084
H -1.939 1.981 -2.396 0.090
H -1.716 1.676 -0.750 0.067
H 0.292 2.815 -2.509 0.115
H 0.289 2.670 -0.763 0.147
H 0.942 0.787 -3.197 0.097
H 2.163 1.338 -1.990 0.077
H 1.088 0.042 -1.498 0.061
C 0.000 -2.735 2.151 -0.147
C -0.033 -1.436 2.949 -0.178
H 0.247 -2.546 1.125 0.059
H 0.791 -3.398 2.377 0.047
H -0.918 -3.086 2.511 0.049
H 0.741 -0.629 2.689 0.085
H -0.968 -0.935 2.756 0.056
H 0.209 -1.496 3.957 0.030
```

=====

Entry 5:
The following is a quantum chemistry calculation of a cluster of 2 separate species, C5H14 in total, from OMol25.

Output
ΔE to the lowest compared entry with this formula, charge and spin (kJ/mol): 35.05
Frontier orbital gap (eV): 12.48
E_HOMO (eV): -11.314

```
19
Properties=species:S:1:pos:R:3:lowdin_charge:R:1
C -2.474 0.265 1.621 -0.131
C -1.251 0.039 0.719 -0.318
C -0.068 -0.282 1.624 -0.134
H -3.440 0.474 1.170 0.062
H -2.228 1.072 2.315 0.068
H -2.593 -0.629 2.246 0.070
H -1.406 -0.770 0.009 0.099
H -1.026 0.984 0.211 0.091
H 0.122 0.388 2.464 0.076
H -0.201 -1.342 1.861 0.078
H 0.900 -0.207 1.118 0.040
C 1.423 0.553 -2.243 -0.180
C 2.210 -0.587 -1.657 -0.168
H 0.504 0.239 -2.748 0.064
H 1.101 1.290 -1.504 0.055
H 1.977 1.168 -2.959 0.061
H 1.941 -0.776 -0.620 0.035
H 3.269 -0.303 -1.662 0.066
H 2.165 -1.536 -2.188 0.064
```

=====

Entry 6:
The following is a quantum chemistry calculation of a cluster of 2 separate species, C5H14 in total, from OMol25.

Output
ΔE to the lowest compared entry with this formula, charge and spin (kJ/mol): 189.11
Frontier orbital gap (eV): 11.82
E_HOMO (eV): -10.760

```
19
Properties=species:S:1:pos:R:3:lowdin_charge:R:1
C -1.123 0.327 -2.688 -0.088
C -0.293 0.325 -1.330 -0.342
C -0.575 1.533 -0.553 -0.179
H -2.147 0.605 -2.407 0.073
H -1.151 -0.648 -3.076 0.033
H -0.591 0.978 -3.393 0.073
H -0.600 -0.568 -0.684 0.089
H 0.808 0.252 -1.357 0.097
H -0.956 1.262 0.364 0.027
H 0.437 2.217 -0.389 0.129
H -1.215 2.324 -0.959 0.066
C 1.152 -0.940 1.402 -0.171
C 0.769 -1.192 2.928 -0.188
H 1.931 -1.700 1.157 0.065
H 0.310 -1.524 0.873 0.076
H 1.394 0.050 1.203 0.029
H 0.650 -2.344 3.232 0.103
H 0.005 -0.450 3.183 0.036
H 1.544 -0.770 3.697 0.072
```

=====

Entry 7:
The following is a quantum chemistry calculation of a cluster of 2 separate species, C5H14 in total, from OMol25.

Output
ΔE to the lowest compared entry with this formula, charge and spin (kJ/mol): 174.42
Frontier orbital gap (eV): 12.21
E_HOMO (eV): -11.122

```
19
Properties=species:S:1:pos:R:3:lowdin_charge:R:1
C -1.247 0.528 1.836 -0.146
C 0.155 0.369 2.544 -0.320
C 1.253 0.895 1.634 -0.136
H -1.271 0.736 0.688 0.080
H -1.702 1.498 2.255 0.071
H -2.087 -0.214 2.086 0.075
H 0.093 0.803 3.479 0.058
H 0.250 -0.770 2.658 0.116
H 2.356 0.706 1.893 0.090
H 1.184 0.205 0.636 0.107
H 1.074 1.858 1.403 0.013
C 0.517 -1.356 -2.450 -0.171
C -0.566 -0.214 -2.733 -0.157
H 1.242 -1.013 -1.678 0.051
H 0.212 -2.372 -2.183 0.049
H 0.942 -1.558 -3.435 0.050
H 0.149 0.585 -2.762 0.045
H -1.036 -0.384 -3.740 0.060
H -1.517 -0.301 -2.131 0.068
```

=====

Entry 8:
The following is a quantum chemistry calculation of a cluster of 2 separate species, C5H14 in total, from OMol25.

Output
ΔE to the lowest compared entry with this formula, charge and spin (kJ/mol): 107.42
Multiplicity: 2
<S²>: 0.7526
Frontier orbital gap (alpha / beta) (eV): 13.41 / 3.14
E_HOMO (alpha / beta) (eV): -16.154 / -14.220
Net charge: +1

```
19
Properties=species:S:1:pos:R:3:lowdin_charge:R:1
C 1.549 -2.382 -0.688 -0.090
C 1.205 -2.391 0.768 -0.094
H 2.269 -3.172 -0.931 0.102
H 0.714 -2.313 -1.369 0.083
H 2.244 -1.494 -0.881 0.144
H 1.553 -3.414 1.085 0.138
H 0.131 -2.268 0.893 0.078
H 1.680 -1.812 1.577 0.113
C -0.915 1.472 0.521 -0.239
C 0.131 1.742 -0.553 -0.047
C -2.294 1.972 0.141 -0.073
H -0.464 1.968 1.386 0.142
H -0.937 0.394 0.728 0.126
H -0.183 1.215 -1.483 0.125
H 0.235 2.738 -1.008 0.122
H -2.435 1.975 -0.943 0.090
H -2.538 2.908 0.639 0.101
H 1.168 1.579 -0.260 0.091
H -3.113 1.284 0.378 0.086
```

=====

Entry 9:
The following is a quantum chemistry calculation of a structure of composition C5H14BaO5, from OMol25.

Output
ΔE to the lowest compared entry with this formula, charge and spin (kJ/mol): 145.24
Frontier orbital gap (eV): 9.59
E_HOMO (eV): -17.256
Net charge: +2

```
25
Properties=species:S:1:pos:R:3:lowdin_charge:R:1
Ba 0.276 0.625 -2.083 2.029
C -2.740 0.796 0.654 -0.088
O -1.507 1.247 0.057 -0.288
H -3.302 1.637 1.059 0.106
H -3.310 0.083 0.058 0.090
H -2.488 0.263 1.570 0.088
H -1.589 2.203 0.085 0.080
C -2.336 -1.814 -3.314 -0.177
O -1.036 -1.725 -2.952 -0.266
H -2.563 -2.839 -3.607 0.111
H -3.012 -1.808 -2.460 0.092
H -2.701 -1.126 -4.077 0.105
H -0.579 -2.569 -2.977 0.112
C 3.686 2.192 0.963 -0.018
O 3.363 0.933 1.504 0.064
C 2.193 0.394 1.346 -0.651
O 1.406 0.655 0.490 -0.081
O 2.107 -0.598 2.205 0.048
C 0.926 -1.441 2.230 0.025
H 4.412 2.101 0.156 0.108
H 4.092 2.836 1.743 0.114
H 2.835 2.789 0.636 0.092
H 0.720 -1.741 1.202 0.086
H 0.189 -0.760 2.657 0.105
H 0.959 -2.334 2.854 0.113
```

=====

Entry 10:
The following is a quantum chemistry calculation of a structure of composition C5H14ClIr2, from OMol25.

Output
ΔE to the lowest compared entry with this formula, charge and spin (kJ/mol): 190.76
Multiplicity: 10
<S²>: 24.7661
Frontier orbital gap (alpha / beta) (eV): 5.26 / 6.59
E_HOMO (alpha / beta) (eV): -5.120 / -9.583

```
22
Properties=species:S:1:pos:R:3:lowdin_charge:R:1
Ir -1.540 1.924 -0.950 1.092
Cl -2.822 3.639 -1.473 -0.139
C -1.866 -0.018 -1.140 -0.521
C 0.304 1.463 -1.510 -0.520
H -1.965 -0.158 -2.226 0.025
H -1.454 -0.960 -0.720 -0.053
H -2.901 0.019 -0.747 0.006
H 0.258 1.328 -2.604 0.030
H 1.145 0.824 -1.129 -0.055
H 0.661 2.490 -1.325 0.002
Ir 0.291 -0.462 -0.088 1.197
C 1.574 0.340 1.420 -0.334
C 1.343 -2.071 -0.308 -0.312
H 2.527 0.524 0.899 0.003
H 1.057 1.255 1.759 0.000
H 1.726 -0.339 2.295 0.012
H 2.435 -2.180 -0.452 -0.029
H 1.066 -3.093 0.042 -0.021
C -0.390 -1.026 1.771 -0.380
H 0.324 -1.789 2.104 -0.002
H -1.377 -1.490 1.863 -0.004
H -0.395 -0.216 2.518 0.004
```